--- a ---
DFT (the ωB97M-V functional and the def2-TZVPD basis) results for the ion C11H13N2O with charge +1.

HOMO level (spin up / spin down) in eV: -12.585 / -12.550

Geometry as ORCA input:
```
! wB97M-V def2-TZVPD RIJCOSX def2/J DEFGRID3
* xyz 1 1
C 3.880 -0.394 -0.165
C 3.717 0.986 -0.249
C 2.828 -1.176 0.031
C 2.470 1.523 -0.361
C 1.524 -0.584 0.094
C 1.405 0.723 -0.111
C 0.291 -1.441 0.185
C -2.178 -1.469 0.045
C -2.876 -0.682 -0.983
C -1.171 0.636 0.255
C -1.311 1.431 1.486
N -0.965 -0.748 0.265
N -2.256 0.705 -0.787
O 0.376 -2.645 0.155
H 4.850 -0.850 0.126
H 4.616 1.636 -0.374
H 2.768 -2.279 0.002
H 2.346 2.601 -0.503
H -2.684 -1.562 1.091
H -2.126 -2.519 -0.288
H -2.754 -0.852 -2.079
H -3.968 -0.659 -0.812
H -2.007 0.878 2.114
H -1.912 2.425 1.242
H -0.355 1.887 1.844
H -1.615 0.996 -1.647
H -2.894 1.432 -0.577
*
```

***

--- b ---
DFT (the ωB97M-V functional and the def2-TZVPD basis) results for the ion C11H13N2O with charge +1.

HOMO level (spin up / spin down) in eV: -12.761 / -12.761

Geometry as ORCA input:
```
! wB97M-V def2-TZVPD RIJCOSX def2/J DEFGRID3
* xyz 1 1
C -2.940 1.970 0.265
C -4.055 1.092 0.118
C -1.609 1.484 0.258
C -3.937 -0.257 -0.022
C -1.507 0.138 -0.152
C -2.654 -0.678 -0.278
C 0.861 -0.026 -0.478
C -0.850 -1.902 -0.381
C 3.185 1.402 -0.906
C 1.974 -1.625 0.977
C 3.306 0.021 -0.238
N -0.361 -0.653 -0.192
N 1.952 -0.461 0.066
O -2.180 -1.976 -0.425
H -3.271 3.005 0.510
H -5.045 1.617 0.268
H -0.796 1.962 0.570
H -4.717 -0.905 0.112
H -0.343 -2.720 -0.652
H 2.553 1.402 -1.855
H 2.646 1.964 -0.142
H 4.242 1.651 -1.004
H 2.523 -1.556 1.879
H 2.250 -2.439 0.481
H 1.047 -1.910 1.426
H 3.854 -0.045 0.746
H 3.872 -0.555 -0.952
*
```

***

--- c ---
DFT (the ωB97M-V functional and the def2-TZVPD basis) results for a structure of composition C11H13N2O.

HOMO level (spin up / spin down) in eV: -12.304 / -12.305

Geometry as ORCA input:
```
! wB97M-V def2-TZVPD RIJCOSX def2/J DEFGRID3
* xyz 1 1
C -1.290 0.537 0.048
C -2.407 0.065 0.136
C 2.927 1.595 -0.085
C 1.888 2.449 -0.327
C 0.031 0.924 0.016
C 1.480 -0.418 0.300
C 2.695 0.191 0.221
C 1.542 -1.852 0.688
C 3.060 -1.997 0.382
C -3.834 -1.742 -0.446
C -3.727 -0.372 0.264
N 0.532 2.121 -0.222
N -0.450 3.054 -0.471
O 3.689 -0.658 0.460
H 3.919 1.953 -0.271
H 2.101 3.480 -0.608
H 1.218 -2.074 1.699
H 0.934 -2.535 0.070
H 3.694 -2.660 1.190
H 3.202 -2.446 -0.570
H -4.191 -1.510 -1.365
H -4.565 -2.388 0.093
H -2.795 -2.154 -0.525
H -3.909 -0.343 1.317
H -4.419 0.243 -0.258
H -1.257 2.645 -0.912
H -0.068 3.889 -0.822
*
```

***

Of them, b has the highest stability.

***

--- a ---
DFT (the ωB97M-V functional and the def2-TZVPD basis) results for an isolated molecule of C3H3NO3.

HOMO level in eV: -10.835
SMILES string: [H]/N=C(/C=O)OC=O

Geometry as ORCA input:
```
! wB97M-V def2-TZVPD RIJCOSX def2/J DEFGRID3
* xyz 0 1
N 1.935 -0.214 0.202
C 0.728 0.130 0.158
O 0.033 0.386 -1.010
C -1.110 -0.339 -1.176
O -1.354 -1.352 -0.589
C -0.067 0.446 1.405
O -1.168 0.929 1.333
H 2.302 -0.353 -0.743
H -1.730 0.137 -1.943
H 0.432 0.229 2.364
*
```

***

--- b ---
DFT (the ωB97M-V functional and the def2-TZVPD basis) results for an isolated molecule of C3H3NO3.

HOMO level in eV: -10.170
SMILES string: C=NOC(=O)C=O

Geometry as ORCA input:
```
! wB97M-V def2-TZVPD RIJCOSX def2/J DEFGRID3
* xyz 0 1
C 2.558 -0.234 -0.960
C -0.616 -0.285 0.092
C -1.714 0.618 0.818
H 3.352 -0.553 -1.559
H 2.777 0.889 -0.622
H -2.584 -0.140 1.406
N 1.366 -0.784 -1.004
O 0.740 0.181 -0.001
O -0.972 -1.343 -0.184
O -1.579 1.750 1.198
*
```

***

Of them, a has the highest stability.

***

--- a ---
DFT (the ωB97M-V functional and the def2-TZVPD basis) results for an isolated molecule of C5H8N2O.

HOMO level in eV: -8.152

Geometry as ORCA input:
```
! wB97M-V def2-TZVPD RIJCOSX def2/J DEFGRID3
* xyz 0 1
C -1.013 -0.121 1.688
N 1.354 0.441 -1.120
C 1.676 1.533 -0.418
C 0.158 -0.213 -0.649
C 0.052 0.320 0.757
N 0.243 -1.621 -0.756
C 0.887 1.367 0.829
O -1.011 0.473 -1.390
H -0.991 0.258 -2.332
H 1.685 0.302 -2.063
H 0.328 -1.947 -1.711
H -0.523 -2.090 -0.293
H 1.012 2.013 1.682
H -1.045 0.534 2.562
H -1.988 -0.094 1.198
H -0.823 -1.154 2.018
*
```

***

--- b ---
DFT (the ωB97M-V functional and the def2-TZVPD basis) results for an isolated molecule of C5H8N2O.

HOMO level in eV: -9.234
SMILES string: O=C1C[C@@H]2CCNN12

Geometry as ORCA input:
```
! wB97M-V def2-TZVPD RIJCOSX def2/J DEFGRID3
* xyz 0 1
C -0.350 1.651 -0.096
C -0.394 1.140 1.349
C -0.689 -0.179 0.827
C 0.437 -1.199 0.425
C 0.647 -0.877 -0.980
H 0.681 1.376 1.728
H -1.326 1.554 1.836
H -1.454 -0.832 1.232
H 1.266 -1.251 0.961
H 0.192 -2.328 0.441
H 1.459 -0.018 -1.117
H 1.059 -1.796 -1.459
H -0.419 0.318 -2.228
N -0.641 -0.365 -1.591
N -0.976 0.584 -0.481
O 0.507 2.222 -0.848
*
```

***

--- c ---
DFT (the ωB97M-V functional and the def2-TZVPD basis) results for a structure of composition C5H8N2O.

HOMO level in eV: -8.389

Geometry as ORCA input:
```
! wB97M-V def2-TZVPD RIJCOSX def2/J DEFGRID3
* xyz 0 1
C 2.966 0.281 0.061
C 0.354 -0.049 -0.047
C -1.616 0.840 -0.255
C -2.361 -0.098 0.718
C -1.694 -0.589 -0.439
H 3.799 0.021 -1.126
H 3.674 0.465 1.289
H 2.330 1.066 -0.692
H 1.627 -1.611 0.353
H -2.256 1.593 -1.006
H -3.511 0.040 0.637
H -1.812 -0.217 1.649
H -2.379 -1.253 -1.072
N 1.557 -0.691 0.200
N -0.184 1.183 0.013
O -0.493 -0.980 -0.285
*
```

***

--- d ---
DFT (the ωB97M-V functional and the def2-TZVPD basis) results for an isolated molecule of C5H8N2O.

HOMO level in eV: -8.011
SMILES string: COC1=CCN=CN1

Geometry as ORCA input:
```
! wB97M-V def2-TZVPD RIJCOSX def2/J DEFGRID3
* xyz 0 1
C 0.617 0.000 -2.563
C -0.357 -0.055 -0.257
C -0.374 1.022 0.430
C -0.205 1.165 1.886
C 0.007 -1.273 1.666
H 0.024 -0.217 -3.462
H 1.576 -0.753 -2.325
H 1.228 0.949 -2.684
H -0.661 1.836 -0.160
H 0.754 1.753 2.169
H -1.079 1.646 2.262
H -0.038 -2.266 2.038
H -0.686 -2.269 0.025
N 0.000 -0.152 2.334
N -0.303 -1.281 0.303
O -0.504 -0.103 -1.663
*
```

***

Of them, a has the highest stability.

***

--- a ---
DFT (the ωB97M-V functional and the def2-TZVPD basis) results for a structure of composition C5H8N2O.

HOMO level (spin up / spin down) in eV: -7.909 / -7.911

Geometry as ORCA input:
```
! wB97M-V def2-TZVPD RIJCOSX def2/J DEFGRID3
* xyz 0 1
C -0.768 0.236 0.708
C 1.165 0.460 -0.535
C 0.091 -0.158 -1.067
N -0.751 -0.994 1.399
C 0.766 0.959 0.793
C -0.385 -1.073 -1.895
O 2.318 0.766 -1.171
N -1.791 1.022 0.698
H 2.778 1.465 -0.690
H -1.609 -1.523 1.313
H 0.053 -1.573 1.199
H -2.553 0.675 1.277
H 0.457 2.000 0.795
H 1.451 0.703 1.610
H 0.188 -1.942 -2.197
H -1.411 -1.023 -2.238
*
```

***

--- b ---
DFT (the ωB97M-V functional and the def2-TZVPD basis) results for an isolated molecule of C5H8N2O.

HOMO level in eV: -8.499
SMILES string: [H]/N=C/N/C=C\OC=C

Geometry as ORCA input:
```
! wB97M-V def2-TZVPD RIJCOSX def2/J DEFGRID3
* xyz 0 1
C -0.641 2.891 -0.228
C -0.310 1.609 -0.541
C 1.287 0.007 -0.289
C 1.405 -1.237 0.093
C -0.765 -1.852 0.519
H -1.277 3.606 -0.772
H -0.035 3.389 0.568
H -0.586 0.887 -1.407
H 1.984 0.707 -0.818
H 2.177 -1.788 -0.349
H 0.767 -2.263 1.981
H -1.501 -2.547 1.113
H -2.192 -1.171 -0.579
N 0.485 -1.962 0.830
N -1.143 -1.133 -0.476
O 0.345 0.854 0.356
*
```

***

Of them, b has the highest stability.

***

--- a ---
DFT (the ωB97M-V functional and the def2-TZVPD basis) results for an isolated molecule of C5H8N2O.

HOMO level in eV: -8.683
SMILES string: [H]/N=C\N1[C@@H]2COC[C@@H]21

Geometry as ORCA input:
```
! wB97M-V def2-TZVPD RIJCOSX def2/J DEFGRID3
* xyz 0 1
C 2.063 0.149 -0.247
C -0.264 0.814 0.951
C -0.856 -0.673 0.977
C -1.043 -0.243 -1.103
C -0.438 1.208 -0.424
H 1.054 -1.807 0.123
H 2.977 0.650 -0.477
H -0.186 1.561 1.850
H -1.841 -0.814 1.196
H -0.323 -1.259 1.829
H -0.520 -0.386 -2.150
H -2.108 -0.016 -1.247
H -0.875 2.175 -0.875
N 1.998 -1.219 -0.012
N 0.983 1.135 -0.056
O -0.622 -1.274 -0.335
*
```

***

--- b ---
DFT (the ωB97M-V functional and the def2-TZVPD basis) results for a structure of composition C5H8N2O.

HOMO level in eV: -9.398

Geometry as ORCA input:
```
! wB97M-V def2-TZVPD RIJCOSX def2/J DEFGRID3
* xyz 0 1
C -1.039 -0.306 -0.278
C -0.336 0.711 0.811
C 0.368 1.603 -0.240
C 0.259 0.117 -0.975
C 1.323 -0.578 -0.068
H -1.683 -2.161 -0.672
H -0.499 -2.046 0.372
H -1.817 0.197 -0.880
H -0.924 1.189 1.726
H 1.288 2.094 0.021
H -0.372 2.230 -0.675
H 0.383 0.084 -2.036
H 1.297 -0.099 1.798
N -1.346 -1.600 0.140
N 0.703 -0.339 1.166
O 2.395 -1.098 -0.211
*
```

***

Of them, b has the highest stability.

***

--- a ---
DFT (the ωB97M-V functional and the def2-TZVPD basis) results for the ion C3H2FO2 with charge -1.

HOMO level in eV: -2.552
SMILES string: [O-]C(F)=C=CO

Geometry as ORCA input:
```
! wB97M-V def2-TZVPD RIJCOSX def2/J DEFGRID3
* xyz -1 1
C 0.354 -0.049 -0.748
C 1.242 -0.461 0.237
O 1.273 -1.520 0.850
F 2.485 0.216 0.178
C -0.821 0.554 -0.580
O -1.733 0.398 0.451
H -1.208 1.317 -1.264
H -1.593 -0.456 0.875
*
```

***

--- b ---
DFT (the ωB97M-V functional and the def2-TZVPD basis) results for a cluster of 2 separate species, C3H2FO2 in total.

HOMO level in eV: -3.744

Geometry as ORCA input:
```
! wB97M-V def2-TZVPD RIJCOSX def2/J DEFGRID3
* xyz -1 1
C 2.072 -0.121 0.167
C -0.397 0.397 -0.624
C -1.356 0.028 0.355
O -2.002 -0.739 1.008
O -1.093 1.327 0.344
F -0.907 0.594 -1.914
H 1.643 -0.456 1.134
H 2.040 -1.031 -0.470
*
```

***

Of them, a has the highest stability.

***

--- a ---
DFT (the ωB97M-V functional and the def2-TZVPD basis) results for a structure of composition C2H2NO2S.

HOMO level (spin up / spin down) in eV: -3.581 / -3.582

Geometry as ORCA input:
```
! wB97M-V def2-TZVPD RIJCOSX def2/J DEFGRID3
* xyz -1 1
C 1.666 -0.858 -0.266
C 0.490 -1.591 -0.282
N 1.651 -1.541 0.817
O -1.918 -2.024 0.384
O -1.599 1.004 0.281
S -1.066 -1.086 -0.399
H 2.052 0.023 -0.680
H -1.255 0.487 1.084
*
```

***

--- b ---
DFT (the ωB97M-V functional and the def2-TZVPD basis) results for a cluster of 2 separate species, C2H2NO2S in total.

HOMO level (spin up / spin down) in eV: -2.704 / -2.737

Geometry as ORCA input:
```
! wB97M-V def2-TZVPD RIJCOSX def2/J DEFGRID3
* xyz -1 1
C 0.457 0.025 0.334
C 1.690 -0.051 0.174
N 2.962 -0.246 0.070
O -2.888 -1.340 0.148
O -2.820 1.095 -0.392
S -2.330 -0.240 -0.699
H -0.366 0.137 0.832
H 3.295 0.620 -0.467
*
```

***

Of them, b has the highest stability.

***

--- a ---
DFT (the ωB97M-V functional and the def2-TZVPD basis) results for a cluster of 2 separate species, C5H15NO in total.

HOMO level (spin up / spin down) in eV: -13.385 / -12.774
<S²>: 0.75

Geometry as ORCA input:
```
! wB97M-V def2-TZVPD RIJCOSX def2/J DEFGRID3
* xyz 1 2
C -1.395 -0.512 -2.610
O -2.403 -0.843 -3.432
C -1.633 -0.762 -1.114
H -1.123 0.559 -2.731
H -0.428 -0.990 -2.891
H -0.752 -0.476 -0.551
H -1.845 -1.824 -0.968
H -2.475 -0.140 -0.805
C 3.030 1.178 1.344
C 1.642 0.721 0.966
N 0.902 0.242 2.201
C -0.515 -0.156 1.989
H 3.688 0.379 1.687
H 3.525 1.591 0.463
H 3.033 1.989 2.077
H 1.022 1.491 0.504
H 1.667 -0.116 0.266
H 0.947 1.006 2.881
H 1.411 -0.520 2.653
H -1.107 0.627 1.523
H -0.955 -0.407 2.947
H -0.503 -1.021 1.329
*
```

***

--- b ---
DFT (the ωB97M-V functional and the def2-TZVPD basis) results for a cluster of 2 separate species, C5H15NO in total.

HOMO level (spin up / spin down) in eV: -13.701 / -13.701
<S²>: 0.75

Geometry as ORCA input:
```
! wB97M-V def2-TZVPD RIJCOSX def2/J DEFGRID3
* xyz 1 2
C 2.539 1.307 0.752
C 1.750 0.015 0.541
C 0.497 -0.054 1.420
C -0.522 1.063 1.333
C -0.776 1.536 -0.110
N -1.132 0.477 -0.990
H 2.064 2.175 0.281
H 3.590 1.248 0.491
H 2.472 1.625 1.800
H 1.374 0.016 -0.488
H 2.372 -0.829 0.820
H 0.754 -0.195 2.444
H 0.016 -0.989 1.103
H -0.141 1.988 1.773
H -1.513 0.861 1.745
H 0.149 2.000 -0.490
H -1.550 2.329 -0.108
H -1.750 -0.219 -0.554
H -1.592 0.715 -1.874
H -2.322 -5.339 -3.749
H -3.155 -4.408 -2.921
O -3.126 -5.321 -3.219
*
```

***

Of them, a has the highest stability.

***

--- a ---
DFT (the ωB97M-V functional and the def2-TZVPD basis) results for a cluster of 2 separate species, C5H15NO in total.

HOMO level (spin up / spin down) in eV: -15.277 / -15.404
<S²>: 0.75

Geometry as ORCA input:
```
! wB97M-V def2-TZVPD RIJCOSX def2/J DEFGRID3
* xyz 1 2
C 0.383 0.299 1.892
C -1.068 0.154 2.483
C 0.478 -0.566 0.514
N -0.577 -0.053 -0.454
C -0.209 1.030 -1.333
C -1.139 -1.195 -1.187
H 1.194 0.110 2.613
H 0.570 1.476 1.614
H -1.689 0.471 1.610
H -1.440 -0.892 2.766
H -1.423 0.783 3.337
H 0.418 -1.672 0.672
H 1.505 -0.500 0.137
H -1.190 1.536 -1.330
H -0.018 0.699 -2.357
H 0.659 1.646 -1.014
H -2.142 -1.497 -0.603
H -1.396 -0.821 -2.151
H -0.384 -1.915 -1.346
H 2.679 0.948 -1.685
H 2.475 -0.220 -2.493
O 2.315 0.180 -1.685
*
```

***

--- b ---
DFT (the ωB97M-V functional and the def2-TZVPD basis) results for a cluster of 2 separate species, C5H15NO in total.

HOMO level (spin up / spin down) in eV: -15.492 / -15.488
<S²>: 0.75

Geometry as ORCA input:
```
! wB97M-V def2-TZVPD RIJCOSX def2/J DEFGRID3
* xyz 1 2
C 0.638 0.108 -2.670
N 0.070 -0.271 -1.385
C -0.483 0.800 -0.545
C -0.157 0.612 0.931
C -0.576 -0.667 1.646
C -0.631 1.876 1.711
H -0.132 0.730 -3.132
H 1.595 0.622 -2.494
H 0.853 -0.741 -3.307
H 0.619 -1.053 -1.012
H -0.227 1.783 -0.939
H -1.555 0.660 -0.759
H 0.941 0.628 1.032
H -1.205 -0.403 2.492
H -1.302 -1.195 1.009
H 0.175 -1.340 2.035
H -1.686 2.100 1.562
H -0.496 1.704 2.769
H -0.101 2.738 1.312
H 1.638 -2.544 0.507
H 0.653 -2.900 -0.641
O 1.367 -3.246 -0.122
*
```

***

Of them, b has the highest stability.